(1)
{
  "formula": "C3H9N3O",
  "method": "wB97M-V/def2-TZVPD",
  "e_lumo_ev": 0.907,
  "homo_lumo_gap_ev": 8.523,
  "de_lowest_kcal_mol": 51.8,
  "spin_multiplicity": 1,
  "e_tot_ev": -9773.29311,
  "e_homo_ev": -7.6,
  "smiles": "N/C=C\\N.NC=O",
  "elements": ["N", "C", "O", "H", "H", "H", "N", "N", "C", "C", "H", "H", "H", "H", "H", "H"],
  "xyz": [[-2.01289, 0.94524, -0.59302], [-1.45661, -0.30497, -0.35380], [-1.59713, -1.25532, -1.17220], [-2.17149, 1.16294, -1.56568], [-1.61502, 1.67813, -0.00693], [-1.46811, -0.52119, 0.74112], [0.59679, 1.07782, 0.99399], [1.38124, -1.61341, 0.65214], [0.70884, 0.47604, -0.30283], [1.23621, -0.81475, -0.42524], [0.12178, 1.96983, 1.04457], [1.44120, 1.15754, 1.54807], [0.85096, -1.31615, 1.46362], [1.52715, -2.59672, 0.48926], [0.90041, 1.14755, -1.13153], [1.55664, -1.19256, -1.38156]],
  "forces_ev_per_angstrom": [[0.66, -0.02, 0.44], [-3.33, -2.80, -1.62], [0.69, 2.32, 1.66], [0.17, 0.10, 0.00], [-0.51, -0.17, -0.50], [1.05, 0.23, -0.40], [-0.39, -0.29, 0.43], [0.07, -0.33, 0.26], [2.99, -1.25, -0.03], [-0.98, 2.97, 0.51], [0.08, -0.19, -0.29], [0.14, -0.18, -0.30], [0.21, -0.33, -0.01], [-0.26, 0.09, 0.24], [-0.43, -0.12, -0.26], [-0.17, -0.03, -0.13]]
}

---

(2)
{
  "formula": "C3H9N3O",
  "method": "wB97M-V/def2-TZVPD",
  "e_lumo_ev": 0.519,
  "homo_lumo_gap_ev": 8.386,
  "de_lowest_kcal_mol": 138.8,
  "spin_multiplicity": 1,
  "e_tot_ev": -9769.51932,
  "e_homo_ev": -7.9,
  "elements": ["C", "C", "C", "O", "N", "H", "H", "H", "H", "H", "N", "N", "H", "H", "H", "H"],
  "xyz": [[-1.37438, 0.15120, 0.01404], [0.71032, 0.73810, 0.30442], [-2.15209, 0.00622, -1.06901], [-1.91988, 0.49046, 1.21529], [0.82436, 1.21802, 1.48980], [-1.17417, 0.72547, 1.80445], [0.80736, 2.23427, 1.48919], [0.83927, 1.24101, -0.65090], [-1.71028, -0.27377, -2.01863], [-3.23172, 0.13897, -1.04551], [1.00380, -0.74189, 0.19225], [2.13305, -1.04703, -0.66454], [1.79660, -0.94885, -1.61841], [2.35253, -2.03083, -0.53426], [1.22216, -1.03630, 1.14588], [-0.12692, -0.86506, -0.05406]],
  "forces_ev_per_angstrom": [[0.06, 0.05, -0.17], [0.03, -0.16, 0.26], [0.04, 0.00, 0.23], [0.05, 0.00, -0.03], [-0.03, -0.17, -0.29], [-0.07, -0.01, -0.09], [-0.01, -0.05, -0.04], [-0.06, -0.02, 0.03], [0.02, 0.00, 0.04], [0.03, 0.01, 0.01], [0.14, 0.06, -0.05], [-0.28, 0.13, 0.17], [0.00, -0.03, 0.05], [-0.05, 0.06, 0.00], [0.00, 0.04, -0.07], [0.14, 0.11, -0.03]]
}

---

(3)
{
  "formula": "C3H9N3O",
  "method": "wB97M-V/def2-TZVPD",
  "e_lumo_ev": [-0.137, -0.103],
  "homo_lumo_gap_ev": [7.844, 7.382],
  "de_lowest_kcal_mol": 153.9,
  "spin_multiplicity": 1,
  "e_tot_ev": -9768.86512,
  "e_homo_ev": [-8.0, -7.5],
  "elements": ["C", "N", "O", "H", "H", "H", "H", "H", "C", "C", "N", "N", "H", "H", "H", "H"],
  "xyz": [[0.90364, 0.51455, 1.46149], [-1.32339, 0.54456, 1.41965], [2.14217, 0.73184, 0.99099], [2.48334, -0.04465, 0.52380], [-1.70164, 1.00082, 0.58802], [-1.87364, -0.30935, 1.52504], [0.80417, -0.41160, 2.01502], [0.47043, 1.42014, 1.85410], [-0.58999, -1.28641, -0.63664], [0.36107, 0.71494, -1.52502], [0.28620, -0.17148, -0.61458], [-1.11105, -1.85494, -1.64241], [-0.94437, -1.35527, -2.51674], [-0.66408, -1.77866, 0.32580], [-0.34890, 0.78870, -2.35046], [1.10604, 1.49681, -1.41804]],
  "forces_ev_per_angstrom": [[-0.49, 0.13, 1.48], [0.58, 0.20, -0.08], [-0.27, 0.19, -0.99], [-0.06, -0.03, 0.22], [-0.02, -0.08, 0.02], [0.15, -0.07, -0.18], [-0.33, 0.08, -0.10], [0.33, -0.13, 0.23], [0.02, -0.39, -0.61], [-0.51, -0.45, 0.54], [0.53, 0.18, -0.79], [0.05, 0.20, 0.23], [0.05, 0.07, 0.06], [-0.10, 0.20, 0.07], [-0.04, -0.02, -0.02], [0.13, -0.08, -0.09]]
}

---

(4)
{
  "formula": "C3H9N3O",
  "method": "wB97M-V/def2-TZVPD",
  "e_lumo_ev": 0.881,
  "homo_lumo_gap_ev": 10.036,
  "de_lowest_kcal_mol": 50.3,
  "spin_multiplicity": 1,
  "e_tot_ev": -9773.35651,
  "e_homo_ev": -9.2,
  "smiles": "NCNCC(N)=O",
  "elements": ["O", "C", "N", "C", "N", "C", "N", "H", "H", "H", "H", "H", "H", "H", "H", "H"],
  "xyz": [[2.12248, 1.41984, -0.56481], [1.31857, 0.51895, -0.78728], [1.63972, -0.57024, -1.63980], [-0.20292, 0.59606, -0.37051], [-0.69968, -0.69352, -0.03185], [-1.93901, -0.60843, 0.86406], [-1.84430, -0.35676, 2.23831], [2.59499, -0.76714, -1.53283], [1.16529, -1.16812, -2.21583], [-0.78139, 0.87978, -1.29879], [-0.33640, 1.21289, 0.50242], [-0.12016, -1.18379, 0.67860], [-2.75686, -1.51326, 0.53341], [-2.63267, 0.19941, 0.39538], [-1.56287, -1.18914, 2.77400], [-1.27969, 0.47479, 2.47789]],
  "forces_ev_per_angstrom": [[-0.97, -1.81, 0.33], [-1.18, 0.69, -1.71], [1.49, 3.01, 3.05], [1.15, -0.31, -1.11], [-1.54, -2.73, 2.77], [-4.14, -0.11, -4.79], [0.81, -0.46, 1.24], [1.41, -0.20, -0.47], [-2.21, -1.38, -0.89], [0.62, 0.47, 1.13], [0.27, 1.30, -0.23], [0.47, 0.48, -1.19], [2.79, 1.75, 1.57], [1.48, -0.68, 0.68], [0.02, 0.83, -0.24], [-0.47, -0.85, -0.14]]
}